# 1
Density functional theory data (wB97M-V/def2-TZVPD) for 11 unconnected molecules or ions with the total composition C5H32NO11 at a distorted geometry.

Summary:
M ... 282.31 g/mol
Relative energy (zero: lowest compared OMol25 entry of this formula, charge and spin) ... 0.0 kJ/mol
Lowest unoccupied orbital energy (alpha / beta) ... -0.21 / -4.38 eV

```
! RIJCOSX wB97M-V def2-TZVPD def2/J DEFGRID3
* xyz 0 2
C 1.05 -0.97 -1.15
O 1.90 0.05 -0.76
C -0.40 -0.63 -0.51
C -0.94 -1.66 0.50
C -1.55 -2.99 -0.05
C -1.99 -0.85 1.31
N -1.41 -0.35 -1.48
H 0.92 -0.99 -2.23
H 1.51 -1.90 -0.78
H -0.24 0.23 0.13
H -0.14 -1.94 1.19
H -1.37 -3.76 0.69
H -2.63 -2.90 0.04
H -1.24 -3.07 -1.09
H -2.75 -0.50 0.63
H -1.48 0.00 1.78
H -2.42 -1.44 2.12
H -1.78 -1.22 -1.84
H -1.08 0.33 -2.17
H 0.17 2.54 2.02
H -0.81 3.36 1.13
O -0.70 2.98 2.01
H 1.86 0.95 2.28
H 1.63 0.82 0.80
O 1.55 1.47 1.53
H 3.80 -2.64 1.52
H 2.81 -1.64 1.00
O 2.86 -2.54 1.34
H -3.17 0.77 -1.71
H -3.43 2.33 -1.85
O -3.76 1.45 -2.04
H 0.72 2.24 -2.61
H 1.07 1.20 -1.50
O 0.40 1.84 -1.79
H 0.91 -0.89 3.40
H 1.80 -2.09 2.87
O 1.43 -1.65 3.66
H -4.21 -1.67 0.86
H -4.72 -0.43 0.18
O -4.94 -1.35 0.31
H 4.63 0.27 1.12
H 4.20 -0.63 -0.09
O 4.51 -0.64 0.82
H 2.94 1.39 -2.09
H 2.35 0.82 -3.30
O 3.04 1.45 -3.05
H -0.95 2.73 -1.19
H -2.05 2.52 -0.19
O -1.71 3.20 -0.79
*
```


# 2
Density functional theory data (wB97M-V/def2-TZVPD) for a molecular structure, C5H32NO13 at a distorted geometry.

Summary:
M ... 314.31 g/mol
Relative energy (zero: lowest compared OMol25 entry of this formula, charge and spin) ... 126.1 kJ/mol
Lowest unoccupied orbital energy ... 2.59 eV

```
! RIJCOSX wB97M-V def2-TZVPD def2/J DEFGRID3
* xyz -1 1
C -1.64 -2.73 0.45
C -1.02 -1.45 0.98
N 0.16 -1.11 0.40
C 1.50 -0.06 2.17
C 0.86 0.13 0.79
C 1.95 0.53 -0.27
O 2.06 -0.39 -1.30
O -1.50 -0.85 1.91
H -2.17 -2.53 -0.49
H -2.41 -3.13 1.24
H -0.94 -3.53 0.22
H 0.34 -1.47 -0.55
H 2.24 -0.90 2.20
H 0.75 -0.28 2.89
H 1.95 0.87 2.55
H 0.11 0.96 0.87
H 1.73 1.51 -0.73
H 2.95 0.63 0.17
H 3.05 -2.95 0.58
H 1.61 -2.75 1.10
O 2.24 -3.44 0.87
H 0.54 4.06 0.36
H 0.52 3.19 -0.96
O 1.06 3.80 -0.44
H -3.30 -0.29 0.78
H -3.21 -0.22 -0.78
O -3.70 0.20 0.01
H -1.38 0.80 2.47
H -1.99 2.04 1.76
O -1.50 1.77 2.57
H 4.53 -1.23 0.14
H 3.29 -1.40 -0.75
O 4.04 -1.88 -0.33
H 1.82 -2.17 -1.71
H 1.68 -3.41 -0.78
O 1.32 -2.98 -1.62
H -2.82 -0.79 -2.88
H -1.43 -0.73 -2.14
O -2.43 -1.00 -2.03
H -0.38 1.20 -2.04
H -0.87 2.58 -2.59
O -0.63 2.16 -1.78
H 0.08 -0.26 -3.41
H 1.08 -0.32 -1.94
O -0.06 -0.18 -2.53
H -1.46 3.76 1.02
H -0.62 3.40 2.20
O -0.74 4.14 1.54
H -3.09 1.78 0.17
H -1.71 2.39 -0.51
O -2.44 2.53 0.18
*
```